Entry from the Open Molecules 2025 dataset: a gas-phase ion, C7H16N2OP (charge +1) at a distorted geometry (wB97M-V/def2-TZVPD).

Output
HOMO-LUMO gap	9.92	eV
net charge	+1
relative energy (zero: lowest compared OMol25 entry of this formula, charge and spin)	4.8	kcal/mol
spin multiplicity	1
HOMO	-13.0	eV

Positions of all 27 atoms, in Å:
C (1.23, -2.28, 0.92)
C (1.11, -0.95, 0.71)
N (0.63, -0.52, -0.62)
C (-0.62, 0.40, -0.83)
C (-0.16, 1.78, -0.97)
N (-1.50, 0.18, 0.18)
C (-1.29, -0.20, -2.12)
C (-2.43, 0.57, -2.51)
O (-0.87, -1.23, -2.52)
P (1.07, 0.36, 1.99)
C (2.51, -0.05, 3.05)
H (1.30, -2.70, 1.90)
H (1.28, -3.06, 0.03)
H (0.39, -1.30, -1.31)
H (1.35, 0.04, -1.01)
H (0.58, 1.86, -1.77)
H (-1.03, 2.58, -1.04)
H (0.47, 2.03, -0.04)
H (-2.41, -0.10, 0.08)
H (-1.41, 1.04, 0.85)
H (-3.37, 0.33, -1.86)
H (-2.21, 1.62, -2.35)
H (-2.76, 0.50, -3.65)
H (0.21, -0.42, 2.82)
H (3.48, 0.15, 2.73)
H (2.34, -1.13, 3.36)
H (2.13, 0.50, 4.00)


Entry from the Open Molecules 2025 dataset: a molecular structure, H4N4 at a distorted geometry (wB97M-V/def2-TZVPD).

Output
HOMO-LUMO gap (alpha / beta)	9.53 / 7.22	eV
relative energy (zero: lowest compared OMol25 entry of this formula, charge and spin)	190.2	kcal/mol
spin multiplicity	1
HOMO (alpha / beta)	-8.4 / -6.5	eV

Positions of all 8 atoms, in Å:
N (0.03, -0.02, -0.93)
N (0.86, 0.48, 0.03)
N (-0.97, -0.40, -0.06)
N (-0.22, 0.34, 0.88)
H (-0.07, 0.28, -1.83)
H (2.51, -0.82, 0.23)
H (-1.90, -0.01, -0.19)
H (-0.24, 0.14, 1.87)


Entry from the Open Molecules 2025 dataset: 9 unconnected molecules or ions with the total composition C20H40Br20 at a distorted geometry (wB97M-V/def2-TZVPD).

Output
HOMO-LUMO gap	9.43	eV
relative energy (zero: lowest compared OMol25 entry of this formula, charge and spin)	31.9	kcal/mol
spin multiplicity	1
HOMO	-9.5	eV

Positions of all 80 atoms, in Å:
Br (2.66, -0.86, 4.32)
C (1.45, -2.40, 4.16)
C (1.81, -3.20, 2.94)
Br (3.63, -3.90, 2.98)
H (0.46, -1.98, 4.16)
H (1.65, -3.03, 5.02)
H (1.74, -2.62, 2.03)
H (1.13, -4.03, 2.78)
Br (-4.11, 2.85, 0.26)
C (-5.23, 1.32, 0.79)
C (-4.46, 0.14, 1.39)
Br (-5.71, -1.14, 2.15)
H (-5.85, 1.08, -0.05)
H (-5.76, 1.72, 1.65)
H (-3.79, 0.52, 2.15)
H (-3.80, -0.29, 0.62)
Br (2.21, 0.67, -2.86)
C (1.67, 2.49, -3.29)
C (2.03, 3.45, -2.18)
Br (3.97, 3.56, -1.85)
H (0.61, 2.54, -3.52)
H (2.25, 2.75, -4.18)
H (1.58, 3.12, -1.25)
H (1.81, 4.47, -2.50)
Br (-3.25, -3.73, 0.68)
C (-4.83, -4.47, -0.21)
C (-5.63, -3.36, -0.87)
Br (-6.67, -4.19, -2.30)
H (-5.39, -5.01, 0.55)
H (-4.43, -5.09, -0.99)
H (-4.98, -2.66, -1.38)
H (-6.33, -2.85, -0.22)
Br (3.16, -3.49, -3.77)
C (1.53, -2.99, -4.68)
C (0.33, -3.05, -3.76)
Br (-1.19, -2.13, -4.58)
H (1.33, -3.64, -5.53)
H (1.66, -2.00, -5.12)
H (0.44, -2.61, -2.77)
H (0.06, -4.09, -3.65)
Br (7.37, -1.17, -0.89)
C (5.43, -1.16, -1.12)
C (4.83, -2.20, -0.20)
Br (2.87, -1.97, -0.33)
H (5.13, -1.29, -2.16)
H (5.10, -0.16, -0.83)
H (5.10, -1.96, 0.82)
H (5.10, -3.19, -0.55)
Br (3.49, 1.92, 1.69)
C (3.73, 3.67, 2.53)
C (4.87, 4.44, 1.89)
Br (5.32, 6.02, 2.92)
H (4.02, 3.50, 3.56)
H (2.78, 4.18, 2.46)
H (4.61, 4.77, 0.88)
H (5.76, 3.84, 1.76)
Br (-0.48, 1.60, 1.80)
C (0.47, 0.61, 0.43)
C (-0.44, -0.20, -0.46)
Br (-1.47, 0.92, -1.68)
H (1.24, 0.03, 0.94)
H (1.01, 1.30, -0.22)
H (-1.12, -0.80, 0.14)
H (0.13, -0.92, -1.03)
Br (-5.44, 0.01, -5.89)
C (-4.22, -0.50, -4.47)
C (-4.77, -0.27, -3.09)
Br (-6.38, -1.31, -2.79)
H (-3.29, 0.04, -4.66)
H (-4.00, -1.56, -4.62)
H (-5.08, 0.77, -2.96)
H (-4.06, -0.54, -2.33)
Br (-0.57, 1.78, 5.79)
C (0.58, 3.02, 4.81)
C (0.61, 4.35, 5.55)
Br (1.53, 5.72, 4.50)
H (0.18, 3.26, 3.82)
H (1.57, 2.59, 4.65)
H (1.15, 4.33, 6.49)
H (-0.41, 4.69, 5.71)


Entry from the Open Molecules 2025 dataset: a single C10H16 molecule at a distorted geometry (wB97M-V/def2-TZVPD).

Output
HOMO-LUMO gap	9.02	eV
relative energy (zero: lowest compared OMol25 entry of this formula, charge and spin)	40.4	kcal/mol
spin multiplicity	1
HOMO	-8.1	eV

Positions of all 26 atoms, in Å:
C (1.59, -1.55, 1.75)
C (0.62, -0.58, 1.03)
C (0.60, -0.42, -0.32)
C (1.53, -1.14, -1.32)
C (-0.34, 0.68, -0.60)
C (-0.07, 1.61, -1.82)
C (-1.73, 0.10, -0.61)
C (-1.87, -0.29, 0.85)
C (-0.58, 0.18, 1.47)
C (-0.29, 1.46, 0.68)
H (2.47, -1.73, 1.10)
H (1.10, -2.50, 1.88)
H (1.81, -1.17, 2.78)
H (2.41, -0.45, -1.49)
H (1.79, -2.15, -1.03)
H (0.99, -1.08, -2.34)
H (-0.40, 1.18, -2.75)
H (-0.63, 2.46, -1.68)
H (0.99, 1.92, -2.00)
H (-1.79, -0.79, -1.21)
H (-2.44, 0.79, -0.98)
H (-2.04, -1.35, 1.00)
H (-2.61, 0.29, 1.28)
H (-0.63, 0.22, 2.55)
H (0.59, 2.11, 1.02)
H (-1.07, 2.20, 0.78)


Entry from the Open Molecules 2025 dataset: 2 unconnected molecules or ions with the total composition C9H8Cl5N2O2 at a distorted geometry (wB97M-V/def2-TZVPD).

Output
HOMO-LUMO gap	9.34	eV
net charge	+1
spin multiplicity	1
HOMO	-13.0	eV

Positions of all 26 atoms, in Å:
C (-0.19, -4.12, 0.42)
C (-0.73, -3.54, -0.47)
C (-1.28, -2.68, -1.51)
C (-1.56, -1.32, -0.94)
N (-2.76, -0.73, -0.91)
Cl (-4.18, -1.35, -1.54)
C (-2.61, 0.50, -0.27)
Cl (-3.90, 1.54, 0.01)
C (-1.33, 0.63, 0.06)
N (-0.67, -0.53, -0.37)
C (0.76, -0.79, -0.22)
C (1.55, 0.51, -0.14)
O (2.08, 0.81, 0.88)
O (1.62, 1.29, -1.24)
H (0.33, -4.53, 1.26)
H (-0.57, -2.57, -2.33)
H (-2.20, -3.11, -1.89)
H (-0.84, 1.43, 0.58)
H (0.96, -1.44, 0.62)
H (1.08, -1.33, -1.11)
H (2.01, 0.82, -1.99)
C (2.56, 4.02, 2.20)
Cl (2.89, 4.57, 3.84)
Cl (0.94, 3.33, 2.09)
Cl (2.75, 5.34, 1.04)
H (3.27, 3.24, 1.95)


Entry from the Open Molecules 2025 dataset: a single C2H6N2O2 molecule at a distorted geometry (wB97M-V/def2-TZVPD).

Output
HOMO-LUMO gap	10.15	eV
relative energy (zero: lowest compared OMol25 entry of this formula, charge and spin)	84.5	kcal/mol
spin multiplicity	1
HOMO	-9.9	eV

Positions of all 12 atoms, in Å:
C (-0.75, 0.85, 0.70)
C (-0.46, -0.45, -0.05)
N (0.71, -1.18, 0.46)
O (-0.22, -0.18, -1.41)
N (1.10, 0.39, -1.56)
O (1.45, 0.47, -2.69)
H (-1.59, 1.36, 0.24)
H (0.12, 1.51, 0.65)
H (-0.99, 0.64, 1.74)
H (-1.33, -1.12, -0.04)
H (1.50, -0.58, 0.68)
H (0.47, -1.71, 1.29)


Entry from the Open Molecules 2025 dataset: 2 unconnected molecules or ions with the total composition C2H5NS2 at a distorted geometry (wB97M-V/def2-TZVPD).

Output
HOMO-LUMO gap	8.00	eV
relative energy (zero: lowest compared OMol25 entry of this formula, charge and spin)	141.0	kcal/mol
spin multiplicity	1
HOMO	-9.0	eV

Positions of all 10 atoms, in Å:
C (-0.82, 0.62, 1.11)
C (1.27, 0.37, -0.49)
H (-1.39, 1.15, 1.89)
H (-1.65, 0.46, 0.30)
H (-0.06, -0.15, 1.49)
H (2.45, 0.33, 0.07)
H (-0.10, -2.79, -1.33)
N (1.08, -0.77, -1.16)
S (-0.06, 1.79, -0.04)
S (-0.72, -1.02, -1.86)


| no. | DFT total energy (eV) |
| --- | --- |
| 1 | -21825.82541 |
| 2 | -6016.69598 |
| 3 | -1422239.57343 |
| 4 | -10627.99252 |
| 5 | -79140.15118 |
| 6 | -9243.65532 |
| 7 | -25309.71134 |